No. 1
A structure of composition C35H34O4PRuS in a non-equilibrium geometry. Source: OMol25; level of theory: ωB97M-V/def2-TZVPD.

Geometry (Å):
Ru1 -0.82397 0.59875 0.23085
C1 -1.02882 2.01541 2.51447
C2 -0.70878 2.96398 1.51287
C3 -1.81050 3.05733 0.63365
C4 -2.84160 2.19546 1.11273
C5 -2.35130 1.54148 2.27413
C6 -3.04082 0.47395 3.06651
C7 -4.17506 2.00926 0.46220
C8 -1.88741 3.93566 -0.57839
C9 0.59106 3.71235 1.34514
C10 -0.15835 1.56332 3.65106
H1 -3.06007 0.73293 4.13575
H2 -2.53310 -0.48377 2.95863
H3 -4.06715 0.32579 2.73639
H4 -4.08094 1.53207 -0.51567
H5 -4.67658 2.97240 0.30700
H6 -4.83504 1.38646 1.06618
H7 -2.25659 4.94039 -0.32723
H8 -2.55679 3.50856 -1.32636
H9 -0.90818 4.04994 -1.04876
H10 0.41725 4.78327 1.19100
H11 1.16380 3.35578 0.48139
H12 1.22856 3.60875 2.22623
H13 -0.61941 1.78997 4.62037
H14 0.81964 2.04939 3.62983
H15 0.01542 0.48390 3.61359
O1 -4.46000 -1.56195 0.59561
C11 -3.56605 -0.94177 -0.00113
O2 -2.57471 -0.45607 0.64019
C12 -3.79273 -0.76430 -1.52312
C13 -4.97324 -1.36176 -1.98074
C14 -5.38066 -1.33895 -3.30232
C15 -4.57787 -0.69337 -4.23975
C16 -3.40812 -0.09396 -3.82980
C17 -2.98908 -0.10278 -2.48307
S1 -1.46780 0.69138 -2.21429
H16 -5.58719 -1.86483 -1.24684
H17 -6.30704 -1.82067 -3.59516
H18 -4.86277 -0.65866 -5.28690
H19 -2.78085 0.40651 -4.55886
O3 0.59663 -0.88760 1.17398
P1 1.84664 -1.13313 0.35642
C18 1.95164 -2.89129 -0.04112
C19 0.98727 -3.73540 0.49581
C20 1.01494 -5.09452 0.21192
C21 2.00758 -5.61504 -0.60737
C22 2.97270 -4.77353 -1.14791
C23 2.94235 -3.41530 -0.86693
C24 2.19958 -0.23616 -1.33555
C25 1.16905 0.09683 -2.22399
C26 1.48693 0.76305 -3.40360
C27 2.80837 1.06447 -3.72766
C28 3.83191 0.71542 -2.85020
C29 3.52573 0.07218 -1.65407
C30 3.24679 -0.67360 1.41737
C31 3.39085 0.67606 1.74222
C32 4.43158 1.09728 2.55130
C33 5.34107 0.17294 3.05671
C34 5.19521 -1.17155 2.75341
C35 4.14865 -1.59327 1.93926
H20 0.21141 -3.31506 1.12353
H21 0.25503 -5.74542 0.62661
H22 2.02559 -6.67553 -0.83176
H23 3.74438 -5.17585 -1.79379
H24 3.69323 -2.76235 -1.29708
H25 -0.11491 -0.28895 -1.74938
H26 0.67988 1.04500 -4.08093
H27 3.04882 1.57872 -4.65729
H28 4.86335 0.95352 -3.08944
H29 4.33756 -0.17913 -0.97197
H30 2.67398 1.39649 1.36308
H31 4.53068 2.14786 2.79621
H32 6.15317 0.50197 3.69457
H33 5.89126 -1.89765 3.15719
H34 4.03450 -2.64968 1.72583
O4 -0.21059 -0.91339 -0.80281

As for the LUMO energy (alpha / beta): 0.1591 / 0.1591 hartree. Its net charge is -2. As for the expectation value of S²: 0.767. As for the spin multiplicity: 2. The total energy comes out at -2489.3327 hartree.



No. 2
A structure of composition C27H16F5MoN7O4 in a non-equilibrium geometry. Source: OMol25; level of theory: ωB97M-V/def2-TZVPD.

Geometry (Å):
Mo1 -0.08567 0.00846 -0.62582
C1 -3.80287 -2.03803 -0.70621
C2 -2.63277 -1.38364 -1.06832
N1 -1.69447 -1.10784 -0.14651
C3 -1.93437 -1.49214 1.13309
C4 -3.11467 -2.18093 1.44798
N2 -4.01867 -2.43823 0.53568
C5 -0.86817 -1.09124 2.02698
C6 -0.84527 -1.24424 3.40768
C7 0.24673 -0.77204 4.14399
C8 1.30083 -0.18524 3.43318
C9 1.22533 -0.07554 2.05208
N3 0.14293 -0.49374 1.33578
C10 2.21763 0.50716 1.17198
C11 3.48743 1.00836 1.49258
N4 4.24783 1.57126 0.58598
C12 3.80663 1.65326 -0.65822
C13 2.57283 1.13546 -1.02712
N5 1.77053 0.56876 -0.11011
C14 0.30943 -0.88314 5.61218
C15 0.82843 0.15936 6.38789
C16 0.87663 0.00696 7.77008
N6 0.45373 -1.09494 8.33248
C17 -0.02367 -2.10294 7.65108
C18 -0.12347 -2.04134 6.26418
H1 -4.58247 -2.25444 -1.42312
H2 -2.44867 -1.09694 -2.10292
H3 -3.32687 -2.52214 2.45078
H4 -1.69227 -1.68334 3.90859
H5 2.17833 0.17626 3.94498
H6 3.89563 0.96736 2.49298
H7 4.45233 2.13996 -1.37512
H8 2.23543 1.16106 -2.06112
H9 1.14163 1.09367 5.95008
H10 1.25663 0.78206 8.42439
H11 -0.33537 -2.97214 8.21668
H12 -0.52087 -2.88564 5.72418
F1 -1.70037 1.58056 1.35628
C19 -1.24117 1.67526 0.07089
F2 -2.36007 1.74037 -0.70672
C20 -0.46527 2.98636 -0.08521
F3 0.58113 2.95136 0.77268
F4 0.09663 2.99056 -1.31602
F5 -1.11987 4.10336 0.09369
O1 0.67193 -1.19664 -2.52081
C21 0.16173 -0.24334 -3.14152
O2 -0.41987 0.65376 -2.40151
C22 0.13593 -0.04534 -4.59031
C23 0.32683 -1.10583 -5.48202
C24 0.17323 -0.88064 -6.83572
C25 -0.13227 0.39896 -7.28122
C26 -0.29707 1.47046 -6.41282
C27 -0.16657 1.24227 -5.05871
N7 -0.26687 0.62657 -8.73362
O3 -0.17187 -0.34884 -9.42701
O4 -0.45177 1.76247 -9.07571
H13 0.57313 -2.08574 -5.10582
H14 0.28373 -1.67364 -7.55972
H15 -0.52717 2.45036 -6.80452
H16 -0.28037 2.04756 -4.34762

As for the LUMO energy (alpha / beta): -0.3161 / -0.3284 hartree. Its net charge is +2. As for the expectation value of S²: 2.024. As for the spin multiplicity: 3. The total energy comes out at -2289.6624 hartree.



No. 3
A cluster of 2 separate species, C3H8NS in total in a non-equilibrium geometry. Source: OMol25; level of theory: ωB97M-V/def2-TZVPD.

Geometry (Å):
C1 3.67322 -1.37970 0.71919
S1 2.39712 -0.12336 0.21233
H1 4.01286 -1.17627 1.73065
H2 3.14237 -2.32910 0.60666
H3 4.48387 -1.30479 -0.00171
C2 -3.79040 -0.08155 -1.09631
C3 -3.18158 0.43040 -0.03780
N1 -2.25436 1.48226 -0.12864
H4 -3.64597 0.05783 -2.16235
H5 -4.52428 -0.89449 -0.97204
H6 -3.51536 0.29277 0.97839
H7 -1.91147 1.61767 -1.06728
H8 -1.53458 1.53506 0.57702

As for the LUMO energy: 0.1327 hartree. Its net charge is -1. The total energy comes out at -572.0291 hartree.



Question: Look up the net charge of the first one.
Answer: -2